59
Properties=species:S:1:pos:R:3:forces:R:3:mulliken_charge:R:1 method="wB97M-V/def2-TZVPD" multiplicity=9 relative_energy_ev=12.7155 total_charge=+2 lumo_ha="-0.292 / -0.369"
Fe -18.0750 -7.8982 8.4359 -0.7 -0.5 -0.2 1.022
Fe -20.1511 -12.3999 6.1589 0.2 0.9 0.0 0.987
O -19.1212 -9.8388 6.5056 -0.1 -0.3 0.3 -0.462
H -19.2726 -9.2725 5.7240 -0.1 -0.1 0.0 0.326
Br -22.6099 -10.5465 3.7519 0.1 0.0 0.1 -0.002
C -19.9009 -10.5708 12.6230 0.6 -0.1 -0.5 -0.896
C -18.5799 -9.8578 12.3651 0.2 -0.2 0.3 -0.231
O -18.1305 -9.9835 11.0041 -0.1 1.0 -0.9 -0.493
H -20.7262 -10.1531 12.0463 0.0 0.3 0.2 0.167
H -20.1102 -10.6115 13.6920 -0.2 0.1 -0.1 0.347
H -19.7842 -11.5898 12.2541 0.0 -0.3 0.2 0.300
H -17.7845 -10.2367 13.0069 -0.1 -0.3 0.1 0.283
H -18.6049 -8.7903 12.5836 -0.3 0.0 -0.3 0.285
H -18.0763 -10.8928 10.7011 -0.1 -0.2 0.5 0.273
C -24.0122 -7.2305 9.4563 -0.4 -0.4 -0.7 -1.033
C -22.7466 -7.3816 8.6221 -1.1 0.8 -0.3 -0.232
O -21.6545 -7.6275 9.4646 1.4 -0.8 0.2 -0.481
H -24.8815 -7.0155 8.8349 0.1 0.4 -0.1 0.359
H -23.9292 -6.4570 10.2198 0.0 -0.1 0.0 0.369
H -24.2690 -8.2009 9.8812 0.2 0.1 0.5 0.216
H -22.5211 -6.5080 8.0104 -0.2 0.3 0.0 0.238
H -22.8878 -8.1884 7.9029 0.3 -0.4 0.2 0.273
H -21.6024 -6.9006 10.0896 -0.1 0.1 0.1 0.296
C -16.9144 -11.1560 2.3103 0.0 -0.5 0.2 -0.969
C -16.9425 -12.3448 3.2960 0.4 0.3 -2.2 -0.230
O -18.2326 -12.9015 3.4624 -1.5 0.5 2.0 -0.527
H -17.4707 -10.2770 2.6361 -0.1 -0.1 0.2 0.225
H -17.3091 -11.4862 1.3494 -0.1 0.1 -0.1 0.321
H -15.8825 -10.8486 2.1409 0.0 0.0 0.0 0.335
H -16.4786 -12.0257 4.2293 -0.4 -0.5 0.3 0.308
H -16.4041 -13.1597 2.8122 0.9 0.2 0.4 0.270
H -18.5973 -13.3141 2.6760 0.4 0.1 -0.3 0.308
C -19.9835 -3.1941 6.7118 0.6 0.6 1.0 -0.935
C -18.6979 -3.9207 6.3987 -0.2 0.5 -0.2 -0.282
O -19.0161 -5.3118 6.3130 0.8 -0.8 0.2 -0.449
H -20.3322 -3.4779 7.7048 -0.3 -0.6 -0.1 0.215
H -20.7228 -3.3968 5.9369 -0.1 0.3 0.2 0.293
H -19.8041 -2.1333 6.8864 -0.1 0.2 -0.7 0.359
H -17.8909 -3.7721 7.1161 -0.3 -0.2 0.4 0.319
H -18.2608 -3.5407 5.4753 -0.1 -0.2 -0.3 0.243
H -19.4953 -5.4412 5.4913 -0.2 -0.1 -0.2 0.247
C -20.7214 -4.3337 1.4766 -0.8 -0.4 -1.1 -0.997
C -20.8397 -5.8539 1.6209 0.4 1.1 -0.4 -0.207
O -21.0539 -6.1200 2.9961 0.1 -0.4 0.6 -0.449
H -21.7612 -4.0279 1.3603 0.1 0.7 0.7 0.268
H -20.3059 -4.0693 0.5043 0.4 -0.1 0.0 0.343
H -20.1699 -3.8015 2.2517 -0.2 -0.3 0.1 0.260
H -19.9559 -6.3480 1.2172 0.1 -0.3 0.2 0.267
H -21.7063 -6.1510 1.0303 0.0 -0.3 0.0 0.291
H -21.4948 -6.9678 3.0874 0.0 0.0 -0.1 0.236
C -23.3980 -14.0574 9.7104 -0.2 -0.3 0.4 -1.081
C -23.5283 -12.6728 9.1020 -1.1 -1.1 0.6 -0.178
O -22.2242 -12.2757 8.7109 0.8 0.9 -0.6 -0.459
H -23.1059 -14.8273 8.9962 -0.1 0.1 -0.1 0.264
H -24.2994 -14.3844 10.2288 -0.3 0.1 -0.4 0.363
H -22.6581 -14.0595 10.5108 0.2 0.2 -0.1 0.289
H -23.9985 -12.0198 9.8373 0.6 0.4 0.3 0.270
H -24.2366 -12.6128 8.2757 0.2 -0.4 -0.4 0.280
H -22.1291 -11.3636 8.9946 0.2 0.1 0.0 0.277